Here is a cluster of 3 separate species, C6H15N2 in total at a distorted geometry from the OMol25 dataset. Energies are from ωB97M-V/def2-TZVPD.

```
23
C6H15N2 ωB97M-V/def2-TZVPD
N 1.952 2.131 2.801
C -6.734 -0.586 0.109
C -7.379 0.350 -0.607
N 1.983 0.080 0.438
C 1.692 -1.283 -0.100
C 2.872 -1.705 -0.969
C 3.331 -0.355 -1.525
C 3.049 0.616 -0.371
H 1.672 1.344 2.225
H 1.600 1.996 3.740
H 1.493 2.967 2.463
H -6.262 -0.329 1.051
H -6.883 -1.618 -0.179
H -7.253 0.123 -1.663
H -7.231 1.401 -0.396
H 1.020 -0.576 -0.670
H 1.126 -1.918 0.565
H 3.636 -2.239 -0.411
H 2.509 -2.344 -1.775
H 2.731 -0.050 -2.384
H 4.372 -0.370 -1.843
H 2.766 1.598 -0.757
H 3.936 0.765 0.257
```

The HOMO-LUMO gap (alpha / beta) comes out at 9.381 / 10.081 eV. The expectation value of S² is 0.7539. Its HOMO energy (alpha / beta) is -8.3 / -9.4 eV. As for the spin multiplicity: 2. Its net charge is 0.

These are the Mulliken partial charges, in e, on atoms 1 to 4: -0.641, -0.402, -0.522, -0.361

=====

Here is the ion C6H15N2 with charge +1 at a distorted geometry from the OMol25 dataset. Energies are from ωB97M-V/def2-TZVPD.

```
23
C6H15N2 ωB97M-V/def2-TZVPD
C -0.399 -2.059 0.924
C -0.150 -0.758 0.890
C -0.914 0.205 0.012
C -0.425 0.058 -1.435
C -1.210 0.773 -2.494
N 1.027 0.515 -1.471
N 1.031 -0.170 1.423
C 0.846 0.854 2.478
H 0.157 -2.787 1.495
H -1.222 -2.479 0.358
H -0.779 1.223 0.386
H -1.992 0.050 0.007
H -0.382 -1.003 -1.582
H -2.264 0.506 -2.510
H -1.130 1.851 -2.399
H -0.862 0.545 -3.503
H 1.135 1.418 -1.935
H 1.637 -0.190 -1.872
H 1.321 0.712 -0.499
H 1.674 -0.900 1.693
H -0.180 1.166 2.525
H 1.509 1.702 2.313
H 1.143 0.430 3.408
```

The HOMO-LUMO gap comes out at 9.330 eV. Its HOMO energy is -12.5 eV. Its SMILES is C=C(C[C@@H](C)[NH3+])NC. Its net charge is +1.

These are the Mulliken partial charges, in e, on atoms 1 to 4: -1.128, 0.705, -1.224, 0.204

=====

Here is a cluster of 2 separate species, C6H15N2 in total at a distorted geometry from the OMol25 dataset. Energies are from ωB97M-V/def2-TZVPD.

```
23
C6H15N2 ωB97M-V/def2-TZVPD
C 1.599 -0.778 -0.075
C 2.528 0.202 0.508
C -0.728 -1.465 -0.122
C 0.150 -0.433 -0.179
C 3.895 0.310 -0.001
C -0.378 0.931 -0.288
N -2.032 -1.233 -0.123
N -3.874 1.052 0.179
H 1.932 -1.075 -1.148
H 1.804 -1.648 0.522
H 2.134 0.962 1.190
H -0.567 -2.583 -0.196
H 3.739 0.310 -1.036
H 4.504 -0.516 0.313
H 4.411 1.185 0.258
H 0.307 1.489 -1.089
H -0.254 1.486 0.567
H -1.371 0.955 -0.627
H -2.688 -1.987 0.138
H -2.431 -0.422 0.327
H -4.138 0.176 0.479
H -4.590 1.406 -0.492
H -3.954 1.674 0.896
```

The HOMO-LUMO gap (alpha / beta) comes out at 5.060 / 8.423 eV. Its HOMO energy (alpha / beta) is -11.4 / -12.6 eV. Its net charge is +1.

These are the Mulliken partial charges, in e, on atoms 1 to 4: -0.371, -0.194, -0.171, 0.488

=====

Here is a cluster of 2 separate species, C6H15N2 in total at a distorted geometry from the OMol25 dataset. Energies are from ωB97M-V/def2-TZVPD.

```
23
C6H15N2 ωB97M-V/def2-TZVPD
C 0.719 -0.921 0.325
C -1.249 2.308 1.388
C 1.152 2.775 0.614
C -1.428 -3.204 -1.620
C 0.195 -1.595 -0.675
C -0.156 2.580 0.361
N 1.881 -0.100 0.128
N -0.992 -2.332 -0.615
H 0.326 -0.782 1.289
H -0.911 1.996 2.398
H -1.970 1.584 1.123
H -1.930 3.214 1.435
H 2.418 -0.318 -0.766
H 1.325 2.817 1.579
H 1.914 3.184 -0.076
H -1.033 -4.301 -1.573
H -2.502 -3.367 -1.634
H -1.139 -2.678 -2.592
H 0.679 -1.516 -1.652
H -0.570 2.515 -0.763
H 2.761 -0.387 0.753
H 1.677 0.936 0.188
H -1.169 -2.409 0.385
```

The HOMO-LUMO gap comes out at 9.145 eV. Its HOMO energy is -12.4 eV. Its net charge is +1.

These are the Mulliken partial charges, in e, on atoms 1 to 4: -0.552, -1.091, -1.265, -0.692

=====

Here is the ion C6H15N2 with charge +1 at a distorted geometry from the OMol25 dataset. Energies are from ωB97M-V/def2-TZVPD.

```
23
C6H15N2 ωB97M-V/def2-TZVPD
C 0.139 2.440 2.017
C -0.177 1.164 1.223
N 0.755 0.053 1.687
C 0.054 1.409 -0.270
C -0.875 0.549 -1.130
C -0.679 -0.928 -0.989
C 0.237 -1.707 -1.594
N 0.234 -3.075 -1.540
H -0.768 3.046 1.920
H 0.349 2.365 3.081
H 0.775 3.200 1.549
H -1.205 0.959 1.509
H 0.320 -0.811 2.017
H 1.284 0.400 2.493
H 1.393 -0.200 0.937
H 0.050 2.457 -0.531
H 1.049 1.038 -0.545
H -0.811 0.898 -2.165
H -1.914 0.784 -0.897
H -1.424 -1.438 -0.385
H 1.196 -1.317 -1.931
H 0.855 -3.581 -2.145
H -0.586 -3.576 -1.245
```

The HOMO-LUMO gap comes out at 8.193 eV. Its HOMO energy is -11.4 eV. Its SMILES is C[C@H]([NH3+])CC/C=C/N. Its net charge is +1.

These are the Mulliken partial charges, in e, on atoms 1 to 4: -1.574, 0.536, -0.231, -1.150

=====

Here is a cluster of 2 separate species, C6H15N2O in total at a distorted geometry from the OMol25 dataset. Energies are from ωB97M-V/def2-TZVPD.

```
24
C6H15N2O ωB97M-V/def2-TZVPD
C -1.861 -0.290 1.357
C -2.186 0.828 0.380
C 2.908 -0.031 0.698
C -1.683 -0.935 -1.236
C 1.411 -0.451 0.675
C 0.727 0.406 -0.305
N 0.895 0.169 -1.641
N -1.290 -0.174 -0.074
O 0.558 1.712 -0.086
H -1.147 -0.244 2.148
H -2.647 -1.096 1.311
H -3.237 0.980 0.125
H -1.824 1.792 0.579
H 3.330 -0.290 -0.369
H 3.032 1.185 0.803
H 3.403 -0.512 1.632
H -2.615 -1.558 -0.896
H -2.098 -0.229 -2.032
H -0.845 -1.531 -1.594
H 1.040 -0.208 1.727
H 1.437 -1.546 0.303
H 1.257 -0.788 -1.836
H 0.862 0.784 -2.462
H 0.571 2.029 0.792
```

The HOMO-LUMO gap comes out at 10.957 eV. Its HOMO energy is -13.8 eV. Its net charge is +1.

These are the Mulliken partial charges, in e, on atoms 1 to 4: -0.278, -0.509, -1.025, -0.952

=====

Taking the records one at a time from the top gives ΔE to the lowest compared entry with this formula, charge and spin values of 237.5 127.0 421.5 356.7 165.8 250.3 kJ/mol.
Taking the records one at a time from the top gives calculated total energy values of -9441.3671 -9438.6559 -9435.6034 -9436.2745 -9438.2537 -11483.8659 eV.